(1)
Formula: C2H3F2NOS
Source: the OMol25 dataset
Level of theory: the ωB97M-V functional and the def2-TZVPD basis

```
! RIJCOSX wB97M-V def2-TZVPD def2/J DEFGRID3
* xyz 0 1
C -2.67 1.79 -0.70
C -0.34 -1.04 -1.07
N -2.10 0.82 -0.32
O -3.15 2.84 -0.88
F 0.52 -0.98 -2.12
F -0.74 -2.34 -1.12
S 0.63 -0.95 0.52
H 1.25 0.13 0.14
H -1.57 0.04 -0.96
H -0.26 -0.05 1.24
*
```

Computed properties:
Orbital gap = 0.31500 Ha
F_max = 3.031 eV Å⁻¹
ΔE to the lowest compared entry with this formula, charge and spin = 319.3 kJ/mol
LUMO level = -0.29 eV
DFT total energy = -21926.8797 eV

(2)
Formula: C18H22N2O2
Source: the OMol25 dataset
Level of theory: the ωB97M-V functional and the def2-TZVPD basis

```
! RIJCOSX wB97M-V def2-TZVPD def2/J DEFGRID3
* xyz 0 1
C -6.18 -1.52 -1.27
C -5.76 -1.11 0.14
C -4.59 -1.96 0.64
O -3.42 -1.79 -0.14
C -2.68 -0.66 -0.02
C -2.87 0.34 0.93
C -2.03 1.44 0.96
C -0.98 1.56 0.07
C -0.80 0.56 -0.90
C -1.64 -0.52 -0.94
H -1.51 -1.30 -1.68
H 0.00 0.65 -1.62
C -0.14 2.78 0.10
O -0.62 3.90 0.23
N 1.20 2.63 -0.09
C 1.99 1.47 -0.04
C 1.71 0.42 0.82
C 2.52 -0.70 0.84
C 3.65 -0.81 0.02
C 3.94 0.28 -0.81
C 3.13 1.39 -0.84
H 3.38 2.22 -1.49
H 4.81 0.27 -1.45
N 4.42 -1.95 0.00
C 4.20 -2.98 0.98
H 4.37 -2.63 2.01
H 4.87 -3.82 0.79
H 3.17 -3.35 0.91
C 5.71 -1.93 -0.66
H 6.20 -2.89 -0.53
H 5.58 -1.76 -1.73
H 6.36 -1.15 -0.26
H 2.26 -1.49 1.53
H 0.87 0.47 1.48
H 1.70 3.51 -0.22
H -2.19 2.22 1.69
H -3.67 0.28 1.66
H -4.83 -3.02 0.54
H -4.38 -1.76 1.70
H -5.48 -0.06 0.15
H -6.60 -1.24 0.83
H -6.98 -0.87 -1.63
H -5.33 -1.43 -1.94
H -6.53 -2.55 -1.28
*
```

Computed properties:
Orbital gap = 0.29736 Ha
SMILES = CCCOc1ccc(C(=O)Nc2ccc(N(C)C)cc2)cc1
F_max = 0.604 eV Å⁻¹
ΔE to the lowest compared entry with this formula, charge and spin = 190.8 kJ/mol
LUMO level = 0.75 eV
DFT total energy = -26098.3739 eV

(3)
Formula: C4H5N4O2S
Source: the OMol25 dataset
Level of theory: the ωB97M-V functional and the def2-TZVPD basis

```
! RIJCOSX wB97M-V def2-TZVPD def2/J DEFGRID3
* xyz -1 1
C -2.37 0.61 -0.36
C 1.74 -0.18 -0.23
C 0.13 -2.26 0.21
C -1.19 1.52 -0.21
N 2.53 0.75 -0.76
N 1.21 0.23 0.92
N 2.40 1.75 0.06
N 1.63 1.51 1.03
O -3.06 -0.35 -0.34
O -2.60 1.91 -0.54
S 1.43 -1.69 -0.97
H -0.59 -2.82 -0.45
H -0.18 -1.30 0.85
H 0.51 -2.87 1.02
H -0.60 1.54 -1.09
H -0.99 1.66 0.84
*
```

Computed properties:
Orbital gap = 0.28282 Ha
F_max = 3.545 eV Å⁻¹
ΔE to the lowest compared entry with this formula, charge and spin = 5.0 kJ/mol
LUMO level = 3.27 eV
DFT total energy = -25118.1922 eV

(4)
Formula: C4H8N2O
Source: the OMol25 dataset
Level of theory: the ωB97M-V functional and the def2-TZVPD basis

```
! RIJCOSX wB97M-V def2-TZVPD def2/J DEFGRID3
* xyz 0 1
N -0.62 -0.30 -2.03
C -1.53 -0.40 -1.03
O -2.72 -0.57 -1.20
C -0.93 -0.24 0.38
N 0.52 -0.28 0.33
C 1.34 -0.10 1.51
C 1.28 0.95 0.46
H -0.92 -0.56 -2.96
H 0.35 -0.43 -1.78
H -1.34 0.69 0.82
H -1.31 -1.07 0.98
H 0.85 0.12 2.46
H 2.19 -0.79 1.59
H 0.73 1.86 0.73
H 2.09 1.12 -0.26
*
```

Computed properties:
Orbital gap = 0.38265 Ha
SMILES = NC(=O)CN1CC1
F_max = 0.364 eV Å⁻¹
ΔE to the lowest compared entry with this formula, charge and spin = 163.7 kJ/mol
LUMO level = 1.00 eV
DFT total energy = -9304.6966 eV

(5)
Formula: C4H7N2
Source: the OMol25 dataset
Level of theory: the ωB97M-V functional and the def2-TZVPD basis

```
! RIJCOSX wB97M-V def2-TZVPD def2/J DEFGRID3
* xyz 1 1
C -0.13 0.09 0.08
C -2.54 -0.04 -0.33
C -1.42 0.61 0.06
C 3.02 -0.43 -0.12
N 2.29 0.56 -0.27
N 0.97 0.76 0.14
H -3.50 0.48 -0.38
H -2.78 -1.02 -0.77
H -1.48 1.58 0.32
H 2.96 -1.31 0.50
H 4.09 -0.26 -0.38
H -0.05 -1.01 -0.07
H 0.84 1.70 0.36
*
```

Computed properties:
Orbital gap = 0.33021 Ha
SMILES = C=C/C=[NH+]/N=C
F_max = 4.552 eV Å⁻¹
ΔE to the lowest compared entry with this formula, charge and spin = 427.2 kJ/mol
LUMO level = -5.72 eV
DFT total energy = -7231.3110 eV

(6)
Formula: C6H9N5
Source: the OMol25 dataset
Level of theory: the ωB97M-V functional and the def2-TZVPD basis

```
! RIJCOSX wB97M-V def2-TZVPD def2/J DEFGRID3
* xyz 0 1
N 1.99 0.97 1.70
N -1.15 0.00 -0.66
C 2.08 0.18 0.63
C -0.54 -0.79 -1.52
C 0.96 -0.30 -0.05
C -0.20 0.23 0.28
N 3.42 -0.14 0.29
N 0.78 -1.09 -1.16
N -0.28 1.21 1.26
C -1.41 2.18 1.30
C 0.75 1.37 2.20
H -1.02 -1.22 -2.37
H 3.50 -1.06 0.00
H 4.09 0.18 0.96
H 1.46 -1.58 -1.74
H -2.08 1.90 2.15
H -1.16 3.20 1.38
H -1.96 2.21 0.30
H 0.47 0.68 2.97
H 0.87 2.42 2.65
*
```

Computed properties:
Orbital gap = 0.28783 Ha
SMILES = CN1CN=C(N)c2[nH]cnc21
F_max = 5.235 eV Å⁻¹
ΔE to the lowest compared entry with this formula, charge and spin = 119.3 kJ/mol
LUMO level = 0.73 eV
DFT total energy = -13817.2182 eV